No. 1
Computed, not measured: a single C2H5NOS molecule, with ωB97M-V with the def2-TZVPD basis set.

The geometry in XYZ format:
```
10
Properties=species:S:1:pos:R:3:lowdin_charge:R:1
C 0.498 1.264 -0.855 -0.080
O 1.128 0.510 0.137 -0.063
C 0.462 -0.532 0.521 -0.443
N -0.506 -1.018 -0.091 -0.389
S -1.353 -2.234 0.725 0.646
H 1.196 2.044 -0.972 0.079
H -0.492 1.629 -0.617 0.099
H 0.500 0.679 -1.765 0.093
H 0.923 -0.919 1.457 0.136
H -2.356 -1.423 1.460 -0.078
```

Spin multiplicity: 1
Orbital gap in eV: 9.446
Total charge: 0
E_LUMO in eV: 0.8
SMILES string: CO/C=N/S
Highest occupied orbital energy in eV: -8.6800

---

No. 2
Computed, not measured: a single C2H5NOS molecule, with ωB97M-V with the def2-TZVPD basis set.

The geometry in XYZ format:
```
10
Properties=species:S:1:pos:R:3:lowdin_charge:R:1
N -0.240 -0.943 -1.206 0.093
C 0.250 -0.204 -0.287 -0.866
S 0.624 1.503 -0.482 0.526
C 0.076 -0.449 1.119 -0.374
O -1.061 -1.291 1.226 -0.162
H -0.421 -1.968 -0.858 0.186
H -0.186 -0.400 -2.143 0.155
H 0.967 -0.941 1.647 0.155
H -0.161 0.682 1.268 0.048
H -1.967 -0.586 1.439 0.240
```

Spin multiplicity: 1
Orbital gap in eV: 8.396
Total charge: 0
E_LUMO in eV: 0.3
SMILES string: NC(=S)CO
Highest occupied orbital energy in eV: -8.0636

---

No. 3
Computed, not measured: a single C2H5NOS molecule, with ωB97M-V with the def2-TZVPD basis set.

The geometry in XYZ format:
```
10
Properties=species:S:1:pos:R:3:mulliken_spin:R:1
C -0.438 -0.457 -0.190 0.014
C 0.758 0.379 0.217 -0.017
N 1.935 0.113 -0.583 0.133
O 2.675 -1.058 -0.206 0.345
S 3.515 0.414 -0.045 1.530
H -0.892 -0.248 -1.073 0.001
H -1.257 -0.089 0.464 0.000
H -0.248 -1.483 -0.112 -0.002
H 0.919 0.399 1.292 -0.004
H 0.679 1.482 0.072 -0.001
```

Spin multiplicity: 3
Orbital gap (alpha / beta) in eV: 7.907 / 7.261
Total charge: 0
E_LUMO (alpha / beta) in eV: 0.9 / -2.1
Highest occupied orbital energy (alpha / beta) in eV: -7.0142 / -9.3816

---

No. 4
Computed, not measured: a molecular structure, C2H5NOS2, with ωB97M-V with the def2-TZVPD basis set.

The geometry in XYZ format:
```
11
Properties=species:S:1:pos:R:3:lowdin_charge:R:1
C -0.425 -0.027 0.633 -0.401
C 0.469 1.130 0.974 -0.031
N 0.249 -0.844 -0.932 -0.932
O -1.393 -0.503 1.101 0.096
S 0.160 -2.478 -0.526 0.683
S -0.570 -0.125 -2.309 0.632
H 0.600 1.289 2.022 0.059
H 1.627 1.084 0.592 0.153
H -0.209 1.992 0.744 0.106
H -0.897 -2.306 0.163 -0.202
H 0.389 0.790 -2.461 -0.166
```

Spin multiplicity: 1
Orbital gap in eV: 9.002
Total charge: 0
E_LUMO in eV: 0.6
Highest occupied orbital energy in eV: -8.4280

---

Per-record relative energy (zero: lowest compared OMol25 entry of this formula, charge and spin), kJ/mol: 212.5, 313.2, 238.4, 290.2